No. 1
A cluster of 5 separate species, C10H25NO7 in total at a distorted geometry, computed with ωB97M-V/def2-TZVPD.

The geometry in ORCA input format:
```
! wB97M-V def2-TZVPD RIJCOSX def2/J DEFGRID3
* xyz 0 1
C 6.06 42.21 -6.28
C 5.78 41.60 -7.65
C 6.46 42.38 -8.80
O 7.32 41.47 -9.33
C 7.25 40.28 -8.76
O 7.93 39.26 -8.91
O 6.25 40.31 -7.80
H 7.14 42.37 -6.31
H 5.80 41.76 -5.32
H 5.51 43.15 -6.20
H 4.71 41.64 -7.86
H 7.01 43.20 -8.32
H 5.71 42.71 -9.52
C 14.52 52.06 -6.02
N 15.23 51.44 -7.07
C 16.53 50.91 -6.72
C 14.58 51.35 -8.29
O 14.94 50.66 -9.25
H 13.86 52.82 -6.43
H 15.18 52.47 -5.25
H 13.93 51.21 -5.67
H 16.97 50.58 -7.66
H 17.11 51.73 -6.30
H 16.24 50.05 -6.11
H 13.66 51.96 -8.24
C 10.32 46.60 -13.35
O 11.15 46.45 -12.21
H 10.72 45.92 -14.10
H 9.33 46.25 -13.04
H 10.16 47.62 -13.70
H 11.82 47.12 -12.37
C 3.50 48.28 -17.10
O 4.84 48.37 -17.00
H 3.09 47.58 -16.37
H 2.99 49.22 -16.87
H 3.21 47.97 -18.11
H 5.05 49.17 -17.49
C 12.64 44.81 -5.24
O 11.54 45.42 -5.84
H 12.59 45.05 -4.18
H 12.58 43.74 -5.48
H 13.55 45.15 -5.74
H 11.75 45.56 -6.77
*
```

## Properties
Energy relative to the best compared isomer or geometry (same formula, charge and spin) ... 0.0 kcal per mole
SMILES string ... C[C@H]1COC(=O)O1.CN(C)C=O.CO.CO.CO

Atom charges from the Löwdin analysis, given in e for atoms 1 to 8: C -0.0178; C -0.3593; C -0.1201; O 0.0946; C -0.4846; O 0.1274; O 0.0832; H 0.0886

---

No. 2
A structure of composition C10H25O12S3Tl at a distorted geometry, computed with ωB97M-V/def2-TZVPD.

The geometry in ORCA input format:
```
! wB97M-V def2-TZVPD RIJCOSX def2/J DEFGRID3
* xyz 3 2
Tl 0.20 -1.02 2.35
O 4.02 -3.95 1.89
C 3.13 -2.95 2.08
O 1.95 -3.40 2.18
O 3.36 -1.74 2.09
H 3.43 -4.71 1.94
O 2.02 3.11 -0.21
S 1.85 1.75 -0.65
O 1.27 0.78 0.30
O 0.85 1.75 -1.99
C 1.09 2.52 -3.14
C 0.58 1.90 -4.44
C 3.41 1.06 -1.41
H 2.13 2.81 -3.30
H 0.48 3.43 -3.08
H 1.09 1.04 -4.88
H 0.39 2.75 -5.09
H -0.42 1.49 -4.31
H 3.88 0.54 -0.57
H 4.14 1.82 -1.69
H 3.06 0.41 -2.21
O -1.63 3.87 2.98
S -0.69 3.28 2.01
O -0.48 1.84 1.90
O -1.02 3.92 0.45
C -1.66 5.16 0.39
C -1.10 5.84 -0.86
C 0.97 4.02 2.41
H -1.39 5.86 1.18
H -2.72 4.92 0.31
H -1.31 6.91 -0.84
H -1.48 5.45 -1.81
H -0.02 5.89 -0.86
H 1.07 4.90 1.77
H 1.64 3.21 2.14
H 0.97 4.23 3.48
O -1.59 -2.85 1.15
S -2.52 -3.76 0.44
O -2.57 -3.72 -1.05
O -2.19 -5.30 0.90
C -0.96 -5.91 0.46
C -1.18 -7.43 0.41
C -4.14 -3.75 1.20
H -0.12 -5.62 1.10
H -0.68 -5.57 -0.54
H -2.09 -7.67 -0.13
H -1.34 -7.82 1.42
H -0.30 -7.95 0.04
H -4.84 -4.28 0.55
H -4.43 -2.72 1.41
H -4.10 -4.32 2.12
*
```

## Properties
DFT total energy ... -2664.57519 hartree

Atom charges from the Löwdin analysis, given in e for atoms 1 to 8: Tl 1.2237; O 0.2078; C -0.6973; O 0.0776; O 0.2200; H 0.1311; O -0.2936; S 0.7014

---

No. 3
A cluster of 2 separate species, C10H25O2PS in total, computed with ωB97M-V/def2-TZVPD.

The geometry in ORCA input format:
```
! wB97M-V def2-TZVPD RIJCOSX def2/J DEFGRID3
* xyz 0 1
C -0.73 0.25 -0.23
C -0.09 -0.27 -1.51
C -0.97 -1.35 -2.16
C 0.23 0.89 -2.48
C 0.99 2.01 -1.78
C 1.00 0.42 -3.72
O 2.41 0.45 -3.54
P 3.31 -0.90 -3.11
S 4.57 -2.70 -2.58
H -1.51 0.99 -0.47
H -1.21 -0.54 0.34
H -0.02 0.73 0.45
H 0.88 -0.71 -1.24
H -1.15 -1.18 -3.22
H -0.53 -2.35 -2.07
H -1.95 -1.40 -1.69
H -0.73 1.29 -2.83
H 0.34 2.62 -1.16
H 1.78 1.60 -1.13
H 1.50 2.66 -2.50
H 0.70 -0.60 -4.00
H 0.77 1.06 -4.58
H 4.06 -0.89 -4.29
H 3.83 -0.21 -2.01
H 2.17 -1.71 -3.04
H 3.99 -2.94 -1.39
C -1.27 0.13 5.22
C -2.50 0.90 4.75
C -2.34 0.85 3.24
O -1.69 -0.39 2.96
C -1.18 -0.96 4.17
H -1.36 -0.26 6.23
H -0.39 0.77 5.18
H -3.41 0.39 5.06
H -2.55 1.93 5.13
H -1.72 1.68 2.88
H -3.29 0.87 2.70
H -1.79 -1.83 4.44
H -0.16 -1.30 3.98
*
```

## Properties
Energy relative to the best compared isomer or geometry (same formula, charge and spin) ... 3.4 kcal per mole
SMILES string ... CC(C)[C@@H](C)CO[PH3]S.C1CCOC1

Atom charges from the Löwdin analysis, given in e for atoms 1 to 8: C -0.0834; C -0.4027; C -0.0671; C -0.3456; C -0.0689; C -0.2579; O -0.4517; P 0.5282